1.
19
Properties=species:S:1:pos:R:3:forces:R:3 method="wB97M-V/def2-TZVPD" e_above_lowest_ev=3.923 homo_ev=-8.939 homo_lumo_gap_ha=0.328
N -0.301613 4.181259 -1.423813 0.337 -1.066 0.028
C -0.126540 3.119102 -0.993750 -0.719 1.127 0.517
C -0.048251 1.872666 -0.278009 2.112 3.023 -0.622
C 1.089152 1.495821 0.263826 2.122 0.553 1.478
C 1.508199 0.208677 0.737439 -2.354 -2.697 -1.184
C 1.100664 -0.903154 0.030339 0.450 2.396 -0.552
C 0.233127 -0.694785 -1.173019 1.326 -0.050 -0.007
C -1.037367 -0.352450 -1.096128 -1.703 -1.578 1.988
B -1.898522 -0.718652 0.310762 0.225 -1.228 -2.440
O -1.608419 -0.216939 1.495110 -0.471 1.887 4.358
O -2.804906 -1.722452 0.130758 0.053 0.210 -1.237
H -0.867763 1.313374 -0.151586 -2.713 -1.064 0.247
H 1.919789 2.186304 0.346117 -0.026 0.447 -0.478
H 2.156287 -0.014284 1.551635 0.769 0.657 0.392
H 1.763512 -1.723816 0.112064 0.067 -1.279 0.193
H 0.805725 -0.496943 -2.095227 -0.313 -0.533 0.173
H -1.604039 0.008265 -1.940055 0.044 -0.102 -0.358
H -2.101694 -0.218638 2.414590 1.302 -0.471 -3.370
H -3.418792 -1.874708 0.829824 -0.508 -0.233 0.875

2.
18
Properties=species:S:1:pos:R:3:forces:R:3 method="wB97M-V/def2-TZVPD" e_above_lowest_ev=2.722 homo_ev=-8.080 homo_lumo_gap_ha=0.284
C 0.220431 1.465153 2.019963 0.710 -1.222 0.092
C 0.045145 2.183427 0.871375 0.655 -2.355 -1.686
C -0.070681 0.071919 2.110203 0.764 2.224 0.253
C -0.327405 1.446289 -0.287686 -1.421 1.285 -0.767
C -0.585362 -0.548085 1.043906 -1.948 0.625 -2.031
C -0.792788 0.144746 -0.218711 0.798 -0.960 1.104
C 2.200183 -1.838666 -2.042824 -0.679 1.754 0.206
Si -1.472329 -0.784116 -1.684162 2.668 -0.056 0.908
Br 2.811699 -2.354226 -0.305260 0.403 -0.348 0.703
Br 0.140670 -2.602084 -2.116650 -1.802 0.575 -0.068
H 0.832044 1.902533 2.762726 0.096 0.516 1.124
H 0.596059 3.063372 0.666717 -0.131 1.280 0.391
H 0.178440 -0.532381 2.952745 -0.018 0.101 0.792
H -0.426233 2.014558 -1.256014 0.341 -0.712 0.981
H -1.061098 -1.474135 1.275998 0.181 -1.093 -0.635
H 1.740704 -0.823983 -1.740885 0.883 -0.828 -0.676
H -1.394616 0.106153 -2.828512 -0.338 -0.089 -0.489
H -2.634864 -1.440473 -1.222929 -1.164 -0.696 -0.201

3.
18
Properties=species:S:1:pos:R:3:forces:R:3 method="wB97M-V/def2-TZVPD" e_above_lowest_ev=4.627 homo_ev="-8.498 / -6.602" homo_lumo_gap_ha="0.294 / 0.217"
C -0.672741 0.777607 2.787296 0.013 -0.021 -0.027
C 0.004365 1.651200 1.951206 -0.080 0.072 0.045
C -0.722043 -0.571458 2.472892 -0.090 0.002 0.100
C 0.639922 1.177247 0.819450 0.157 -0.148 -0.221
C -0.083404 -1.047620 1.344264 0.147 0.069 -0.232
C 0.627901 -0.184860 0.502437 0.313 -0.255 -0.051
C -1.326225 -0.159467 -4.527808 0.336 0.160 0.899
Si 1.544928 -0.829495 -0.996166 -1.506 1.079 -0.333
Cl 1.992404 -2.776936 -0.915412 0.360 -0.938 0.206
Br 0.118233 -0.929328 -3.550935 -0.140 -0.001 -0.114
H -1.159422 1.143719 3.679153 -0.044 0.041 0.053
H 0.041076 2.704696 2.183580 0.001 0.102 0.023
H -1.256967 -1.255929 3.114981 -0.038 -0.055 0.042
H 1.165999 1.869808 0.178471 0.097 0.116 -0.053
H -0.130134 -2.098800 1.111739 0.021 -0.225 -0.003
H -2.262895 -0.373819 -4.024756 -0.110 -0.202 -0.181
H -1.155524 0.904122 -4.652110 0.063 0.016 -0.303
H 2.634525 -0.000686 -1.478283 0.501 0.189 0.150

4.
19
Properties=species:S:1:pos:R:3:forces:R:3 method="wB97M-V/def2-TZVPD" smiles="O=[N+]([O-])[C@]1(CBr)C=CC=CC1" e_above_lowest_ev=3.712 homo_ev=-9.029 homo_lumo_gap_ha=0.335
O -2.692685 0.534327 1.389579 -0.430 -0.101 0.223
N -1.597438 0.975587 1.129712 0.132 0.142 0.145
O -1.072277 1.914416 1.676896 -0.019 0.392 0.338
C -0.845822 0.291537 0.035411 -2.156 0.219 -3.196
C -2.049317 0.505431 -1.330882 2.358 -0.362 2.522
Br -1.336120 -0.295621 -2.907373 -0.053 -0.024 -0.072
C -0.763505 -1.154701 0.353788 0.111 -0.334 0.183
C 0.390642 -1.701607 0.743618 -0.617 0.049 -0.224
C 1.600587 -0.917422 0.836700 0.442 0.437 0.014
C 1.638769 0.331560 0.374174 0.013 -0.097 0.000
C 0.460584 0.969418 -0.296327 0.119 0.041 0.152
H -2.171668 1.572450 -1.479108 -0.052 0.006 -0.036
H -2.955885 0.003604 -1.015486 0.047 0.017 -0.049
H -1.685027 -1.715266 0.335588 -0.049 -0.093 -0.036
H 0.433145 -2.746341 1.007348 -0.063 -0.152 0.023
H 2.466337 -1.375406 1.287806 0.167 0.028 0.028
H 2.536967 0.926436 0.415577 0.204 -0.008 0.073
H 0.403212 2.025173 -0.017949 -0.015 -0.137 -0.124
H 0.637289 0.921699 -1.377961 -0.140 -0.021 0.036